Record 1
The following is a quantum chemistry calculation of a structure of composition C38H29CeIN10O2PTe, from OMol25.

XYZ file:
```
83
Properties=species:S:1:pos:R:3:forces:R:3
Ce -21.685022 -7.607098 -6.909086 -0.30 -0.08 0.48
I -19.360796 -6.613589 -4.292399 -0.22 0.24 -0.57
C -19.571371 -4.506853 -4.532719 -0.02 -0.11 0.76
C -19.794125 -3.916440 -3.322829 0.21 0.28 0.80
C -19.597735 -2.508935 -3.126295 -0.69 -0.69 1.15
C -19.264946 -1.696822 -4.146851 -0.80 -1.68 0.01
C -19.114793 -2.308694 -5.404170 1.22 1.01 -1.56
C -18.611242 -1.412741 -6.414601 -1.84 -0.21 0.83
C -18.403296 -1.849192 -7.676096 0.26 0.46 -1.96
C -18.610529 -3.185781 -7.959711 -1.41 -1.49 1.59
C -19.103947 -4.108877 -6.991361 1.24 1.07 -1.99
P -19.419515 -5.720815 -7.668650 -0.71 -0.84 -1.21
C -17.936313 -5.957319 -8.699405 -0.52 -0.38 1.20
C -17.906325 -5.889559 -10.070284 1.71 0.13 -1.10
C -16.680694 -6.102922 -10.715243 1.42 -0.84 1.51
C -15.511491 -6.456341 -9.987364 -0.62 0.62 -0.40
C -15.569866 -6.448641 -8.594482 0.02 -0.48 -0.22
C -16.780698 -6.206244 -7.964793 0.87 0.28 0.22
C -20.817070 -5.484216 -8.900950 2.16 0.98 2.35
C -21.519987 -4.292613 -8.728494 -0.53 -0.42 -0.66
C -22.617572 -4.056424 -9.525201 -0.25 0.90 1.09
C -23.004481 -5.014781 -10.450939 -0.02 0.35 0.18
C -22.294666 -6.172681 -10.581659 1.26 -0.73 0.32
C -21.155674 -6.464610 -9.782691 -0.27 -1.25 -1.77
C -19.305562 -3.715120 -5.687220 0.56 1.16 1.90
H -20.092571 -4.536950 -2.449594 0.43 0.60 -0.74
H -19.722794 -2.118712 -2.117665 -0.11 -0.08 -0.21
H -19.245732 -0.642041 -4.063160 0.45 0.80 0.17
H -18.690535 -0.344369 -6.205780 0.54 -0.29 0.09
H -18.223979 -1.179594 -8.551287 0.17 -0.42 1.09
H -18.618496 -3.568083 -8.951174 0.46 0.15 -0.81
H -18.683010 -5.503721 -10.689192 -0.92 -0.16 -0.05
H -16.503251 -6.049944 -11.760987 -0.59 0.26 -0.86
H -14.567273 -6.602204 -10.540575 -0.62 -0.04 0.47
H -14.721849 -6.681436 -7.952214 0.05 0.21 -0.39
H -16.692748 -6.055907 -6.882506 -0.69 -0.38 -0.24
H -21.185113 -3.572431 -8.004596 -0.13 0.15 0.15
H -23.153559 -3.125272 -9.285974 -0.03 -0.51 -0.71
H -23.844002 -4.875179 -11.091600 -0.54 0.22 -0.28
H -22.589857 -6.842450 -11.344759 -0.20 -0.77 -0.58
H -20.474811 -7.377082 -10.000441 -1.34 1.47 0.46
O -22.337424 -10.975276 -4.306425 1.19 0.72 -1.35
C -21.767748 -10.273401 -5.119448 -1.81 -0.23 1.50
O -22.325747 -9.137745 -5.593882 0.71 0.13 -0.46
C -20.401209 -10.531731 -5.650227 0.48 0.62 -0.97
C -19.790172 -11.744739 -5.554570 0.78 -1.18 0.95
C -18.495157 -11.858990 -6.063755 0.70 -1.82 -0.70
C -17.880546 -10.836821 -6.733821 0.85 0.04 -1.10
C -18.591116 -9.630283 -6.829161 1.34 0.05 -0.98
N -19.821772 -9.507867 -6.337608 -0.11 0.66 0.16
H -20.239858 -12.608468 -5.043745 -0.03 0.68 -0.27
H -17.923534 -12.819122 -6.114869 -0.97 0.68 0.57
H -16.912053 -11.083837 -7.318084 -1.63 1.00 1.30
H -18.047270 -8.813367 -7.404458 -1.39 -0.57 0.87
N -25.107325 -5.429066 -7.220458 2.65 -2.80 -0.44
C -24.027272 -5.057425 -6.431419 -0.99 0.93 0.40
N -23.926318 -3.902181 -5.768910 1.51 -1.22 0.31
N -22.695245 -4.017843 -5.097286 -1.14 -0.56 -1.28
N -22.137201 -5.137608 -5.363294 -1.40 -0.35 -0.90
N -22.986728 -5.877197 -6.229865 1.18 1.45 1.41
C -24.841764 -6.569710 -8.039943 -1.61 0.85 -0.75
N -25.616821 -7.000405 -9.079097 -0.19 1.88 1.23
N -24.964658 -7.981498 -9.644539 0.52 -0.43 0.51
N -23.871987 -8.241358 -9.024334 -0.17 1.34 1.78
N -23.757142 -7.312305 -7.944346 0.14 -1.64 -1.52
H -25.840057 -4.806798 -7.425428 -0.84 0.70 -0.30
C -22.645755 -9.986531 -10.770080 0.66 0.46 -0.33
Te -21.716651 -10.299872 -8.896380 1.14 0.42 -0.84
C -19.880858 -10.228809 -10.168521 -0.50 -1.85 0.53
C -20.291840 -9.844122 -11.568748 0.74 0.34 0.03
C -19.308364 -9.631302 -12.590831 -0.74 -0.58 1.13
C -19.702871 -9.255625 -13.851679 -0.60 1.03 0.01
C -21.084226 -8.986665 -14.073572 1.35 0.56 -0.97
C -22.005352 -9.154894 -13.079740 -0.47 0.32 0.58
C -21.629866 -9.582185 -11.778314 0.75 -0.98 -1.60
H -23.319845 -9.168478 -10.718769 -1.00 -0.07 0.29
H -23.087611 -10.930239 -11.018392 -0.53 -0.32 -0.29
H -19.402617 -11.218480 -10.018113 -0.51 0.22 -0.63
H -19.144074 -9.600796 -9.757663 0.73 1.38 0.61
H -18.276598 -9.814307 -12.302453 -0.01 0.13 -0.32
H -18.978169 -8.940884 -14.613300 -0.27 -0.57 0.28
H -21.347974 -8.518877 -15.048408 -0.05 -0.64 0.85
H -23.026836 -8.860363 -13.298550 -0.10 -0.26 0.19
```
Forces are in eV/Å.

Values from the calculation:
net charge = +1
HOMO energy = -10.9758 eV


Record 2
The following is a quantum chemistry calculation of a structure of composition C38H29MoN3O7P2Te, from OMol25.

XYZ file:
```
81
Properties=species:S:1:pos:R:3:forces:R:3
Mo -1.192385 -0.462653 -0.890206 0.16 0.01 -0.82
Te 0.240270 2.368611 1.145864 -0.11 0.04 -0.09
C 2.108972 2.254950 2.103312 0.07 0.03 0.10
C 2.227255 1.709280 3.375830 0.02 -0.02 -0.08
C 3.498411 1.617719 3.931252 -0.04 -0.03 0.08
N 4.599194 2.034068 3.315405 0.03 -0.02 0.01
C 4.468066 2.592364 2.118050 0.02 0.04 -0.08
C 3.248444 2.726236 1.464839 -0.04 -0.01 0.03
C 0.485475 0.441239 0.197716 -0.03 -0.34 0.07
P -0.029294 -0.994599 1.131622 0.07 0.13 0.14
C 0.462193 -2.694863 0.836497 -0.02 -0.02 -0.08
C 1.732117 -3.202560 0.553634 0.08 0.05 0.04
C 1.892310 -4.566448 0.375944 -0.01 0.01 0.00
C 0.804268 -5.423983 0.475737 0.00 0.01 0.00
C -0.459588 -4.924205 0.763497 0.02 0.00 -0.01
C -0.637232 -3.565102 0.943391 -0.04 -0.01 0.01
C -0.586468 -0.754858 2.795086 -0.03 -0.02 -0.02
C 0.184197 -1.337358 3.805097 -0.04 -0.03 0.01
C -0.200647 -1.170733 5.124653 0.01 0.00 -0.01
C -1.346734 -0.445744 5.425798 -0.02 0.00 0.00
C -2.122482 0.112569 4.416012 0.01 -0.01 -0.02
C -1.746343 -0.039122 3.093131 -0.01 0.04 0.01
P 1.293322 -0.054100 -1.310124 0.13 0.40 0.42
C 2.999725 -0.501205 -0.942485 -0.04 -0.25 -0.24
C 3.815700 -0.902220 -2.001509 0.00 -0.04 0.01
C 5.145648 -1.205530 -1.763499 0.01 0.00 0.01
C 5.661895 -1.109302 -0.477104 -0.01 0.00 0.00
C 4.850987 -0.702697 0.574411 0.01 0.00 -0.01
C 3.517386 -0.400509 0.347785 0.01 0.12 0.04
C 1.265534 1.157675 -2.634713 -0.08 0.07 0.06
C 1.263331 0.630014 -3.932211 0.01 -0.02 -0.02
C 1.326285 1.476550 -5.024775 0.00 0.01 0.01
C 1.368703 2.851234 -4.830266 0.00 0.00 -0.01
C 1.365808 3.378876 -3.546621 0.00 0.01 0.02
C 1.324673 2.540037 -2.444848 0.00 -0.01 -0.03
H 1.364864 1.362958 3.927864 -0.04 -0.01 0.02
H 3.634025 1.193602 4.919947 -0.01 -0.01 0.00
H 5.380110 2.944153 1.649580 0.00 0.01 -0.01
H 3.208198 3.177633 0.482802 0.00 0.02 -0.02
H 2.594480 -2.557494 0.491576 -0.04 -0.03 0.01
H 2.877058 -4.961678 0.168540 0.01 0.00 0.00
H 0.943207 -6.487374 0.335612 0.00 -0.01 0.00
H -1.307028 -5.590293 0.846085 -0.01 0.00 0.00
H -1.627546 -3.183892 1.166314 0.03 0.00 -0.01
H 1.064677 -1.921823 3.566496 0.01 0.00 -0.01
H 0.386721 -1.613858 5.916820 0.01 0.00 0.00
H -1.647600 -0.326233 6.457692 0.00 0.00 0.01
H -3.021730 0.659622 4.661845 -0.01 0.00 0.00
H -2.350408 0.391418 2.303788 0.01 0.00 0.01
H 3.428444 -0.965939 -3.010242 -0.02 -0.01 0.00
H 5.779896 -1.513129 -2.583241 0.01 0.00 0.00
H 6.702497 -1.341548 -0.295526 0.01 0.00 0.00
H 5.258522 -0.602043 1.571843 0.00 0.00 0.00
H 2.904506 -0.060143 1.172935 0.00 -0.03 -0.03
H 1.231108 -0.441694 -4.095285 0.02 0.00 0.01
H 1.334989 1.066218 -6.024738 0.00 -0.01 -0.02
H 1.405645 3.513772 -5.684214 0.00 0.01 -0.01
H 1.402598 4.449680 -3.400426 0.00 0.01 0.00
H 1.330147 2.962171 -1.451963 0.01 0.01 0.02
O -4.595999 -2.384462 -1.077736 -0.09 -0.02 -0.03
C -3.979950 -1.396134 -0.861906 0.19 0.06 0.03
O -2.701365 -1.450842 -0.346020 -0.10 -0.03 0.41
C -4.488405 0.000364 -1.016005 -0.08 0.17 0.02
C -5.868479 0.177317 -1.068291 0.03 0.07 0.01
C -6.379525 1.453222 -1.177160 -0.01 -0.05 0.00
C -5.578346 2.576697 -1.236466 0.11 -0.07 0.02
C -4.208992 2.403361 -1.178972 -0.01 -0.23 0.10
C -3.657051 1.120858 -1.089441 -0.15 0.22 -0.03
O -2.303364 0.952377 -1.168208 -0.02 0.02 0.00
N -3.357399 3.607162 -1.207630 0.08 -0.27 -0.24
O -3.797234 4.569176 -1.774350 -0.13 0.23 -0.03
O -2.267510 3.532618 -0.670508 0.09 -0.06 0.17
N -7.851359 1.632755 -1.228552 -0.03 -0.01 0.02
O -8.252882 2.769947 -1.315030 0.00 -0.08 0.00
O -8.519232 0.626129 -1.176062 0.02 0.08 -0.01
H -6.527821 -0.679241 -1.022979 -0.01 0.01 -0.01
H -6.008306 3.565360 -1.323557 -0.01 -0.01 0.00
C -1.176827 -1.518300 -2.702832 0.05 -0.01 0.10
H -0.664036 -2.468837 -2.525489 -0.02 0.00 -0.02
H -0.696027 -0.965638 -3.503891 -0.04 -0.05 -0.01
H -2.226251 -1.711602 -2.939198 0.01 0.00 0.00
```
Forces are in eV/Å.

Values from the calculation:
net charge = +2
HOMO energy = -13.9665 eV


Record 3
The following is a quantum chemistry calculation of a structure of composition C38H29N4O2PPdS5, from OMol25.

XYZ file:
```
80
Properties=species:S:1:pos:R:3:forces:R:3
Pd -0.219641 -1.018675 -0.425656 0.28 -0.32 0.22
S -2.532062 -0.128346 -0.680684 -0.06 0.03 -0.01
C -2.805080 -1.781604 -0.259818 0.03 0.16 -0.07
N -1.744411 -2.537181 -0.140779 -0.17 0.12 -0.02
C -2.041894 -3.828255 0.249868 -0.07 -0.16 0.04
C -1.127029 -4.855455 0.464158 -0.04 0.01 0.02
C -1.615412 -6.089735 0.844317 0.00 -0.04 0.01
C -2.986888 -6.308945 1.006321 -0.02 0.00 0.01
C -3.902099 -5.293992 0.793479 0.03 -0.02 0.00
C -3.415578 -4.048116 0.417037 0.05 -0.01 -0.03
S -4.300890 -2.581587 0.077383 0.04 0.00 0.00
H -0.068883 -4.670948 0.333096 0.00 0.03 -0.01
H -0.925378 -6.904602 1.019334 -0.01 0.00 0.00
H -3.339871 -7.287432 1.302759 0.00 0.00 0.00
H -4.962359 -5.468233 0.917873 0.00 0.01 0.00
S -1.615772 3.510382 3.938752 0.00 0.04 -0.03
C -2.193377 1.897364 3.862597 -0.03 0.01 -0.25
S -2.024952 1.280882 2.234811 0.02 -0.03 0.08
C -0.883720 0.064568 2.865165 -0.02 0.11 -0.05
N -0.856070 0.017248 4.189915 0.06 -0.17 0.15
N -1.667544 0.891270 4.744340 0.06 -0.07 -0.11
C -1.869094 0.920727 6.130566 0.03 -0.01 0.13
C -2.839922 1.778690 6.646454 0.05 -0.05 0.02
C -3.047710 1.810723 8.014595 0.02 -0.01 0.03
C -2.296926 1.002929 8.857731 -0.03 0.03 0.01
C -1.332770 0.152462 8.329293 0.01 0.00 -0.02
C -1.108715 0.101264 6.966363 -0.09 0.06 0.01
S 0.077936 -0.992638 1.994405 -0.04 0.15 -0.05
H -3.436190 2.395032 5.986689 0.01 -0.02 -0.01
H -3.803689 2.469067 8.420224 0.01 0.00 0.01
H -2.461398 1.034987 9.926142 -0.01 0.00 -0.01
H -0.747421 -0.476205 8.986583 0.00 0.00 0.00
H -0.363405 -0.556275 6.546752 0.01 -0.01 -0.03
O 1.370308 -2.611707 -0.394684 0.11 -0.06 -0.04
N 2.622049 -2.284576 -0.643510 0.05 0.05 0.02
C 3.352226 -1.671505 0.304916 0.00 -0.04 -0.11
C 4.662167 -1.322677 0.061442 -0.04 0.01 0.02
C 5.229224 -1.605615 -1.170369 0.04 0.00 -0.02
C 4.456460 -2.236301 -2.133429 -0.01 -0.01 0.00
C 3.149430 -2.563893 -1.849266 -0.06 0.00 0.10
H 2.827599 -1.487192 1.228738 0.01 0.00 0.03
H 5.223822 -0.831569 0.842660 0.00 -0.01 0.00
H 6.258131 -1.344464 -1.374667 -0.01 0.00 0.00
H 4.855455 -2.482898 -3.106878 0.00 0.00 0.00
H 2.471052 -3.054920 -2.529614 0.01 0.00 -0.02
O 1.535463 0.159094 -1.321923 -0.31 0.13 0.05
P 0.980230 1.201711 -2.272633 -0.09 0.05 0.07
C -0.082704 2.372321 -1.414659 0.06 0.10 -0.17
C 0.453152 2.944831 -0.260381 0.07 0.02 0.00
C -0.244720 3.931995 0.411423 0.00 0.00 0.05
C -1.485764 4.345266 -0.056197 -0.03 0.00 0.00
C -2.030821 3.766415 -1.192564 0.01 0.01 0.01
C -1.327952 2.785385 -1.879561 -0.04 -0.09 0.05
C 2.291211 2.166412 -3.021363 0.01 -0.06 0.02
C 2.116492 3.503477 -3.364033 -0.02 0.06 0.01
C 3.139359 4.191875 -3.999996 0.00 0.01 0.00
C 4.335915 3.550009 -4.284617 -0.01 0.01 0.00
C 4.517450 2.219336 -3.929614 0.01 0.01 0.00
C 3.496645 1.526338 -3.301541 0.05 -0.05 -0.01
C 0.054162 0.412237 -3.598203 0.00 -0.05 0.05
C -0.423972 1.125038 -4.696057 0.06 0.06 0.01
C -1.179783 0.484101 -5.662512 -0.04 -0.03 -0.04
C -1.459184 -0.872018 -5.544124 0.00 0.02 0.00
C -0.963814 -1.594301 -4.469917 0.02 -0.01 0.06
C -0.202043 -0.954161 -3.502609 -0.05 0.07 -0.10
H 1.420844 2.618376 0.103994 0.00 0.01 -0.01
H 0.177902 4.378363 1.301680 0.00 0.01 0.01
H -2.032468 5.115678 0.472455 0.00 0.00 0.00
H -3.003221 4.079211 -1.549118 0.00 -0.01 0.00
H -1.769556 2.323673 -2.752957 0.03 0.01 -0.03
H 1.192207 4.015701 -3.120982 0.01 -0.03 -0.02
H 3.002620 5.231931 -4.264247 0.01 0.00 -0.01
H 5.131999 4.089636 -4.780405 0.00 0.00 0.01
H 5.456017 1.724587 -4.142728 0.00 0.00 -0.01
H 3.634658 0.490122 -3.014481 -0.02 0.01 -0.01
H -0.196755 2.179604 -4.806422 -0.01 -0.01 0.03
H -1.551067 1.040562 -6.512776 0.00 0.00 0.01
H -2.056345 -1.366764 -6.298528 0.00 0.00 0.00
H -1.167131 -2.653449 -4.382126 0.00 0.00 0.00
H 0.221266 -1.534644 -2.687684 0.04 -0.07 -0.02
```
Forces are in eV/Å.

Values from the calculation:
net charge = +1
HOMO energy (spin up / spin down) = -9.6152 / -9.9898 eV
multiplicity = 6